Entry 1:
{
  "formula": "C6H8MnOP",
  "method": "wB97M-V/def2-TZVPD",
  "elements": ["C", "C", "C", "C", "C", "Mn", "P", "H", "H", "H", "H", "H", "H", "H", "H", "O", "C"],
  "xyz": [[-0.918934, 0.797290, -1.027705], [0.309821, 1.552487, -1.197773], [0.703820, 2.083718, 0.056264], [-0.279344, 1.760980, 1.024928], [-1.353055, 0.988881, 0.405145], [-0.068241, -0.749637, 0.418207], [0.283532, -2.502148, -0.772628], [-1.548041, 0.359981, -1.820082], [0.879576, 1.572333, -2.142899], [1.660542, 2.551629, 0.277562], [-2.356810, 0.783993, 0.806782], [-0.300837, 2.053089, 2.084229], [1.505033, -3.176708, -0.573323], [0.165554, -2.324360, -2.172948], [-0.731000, -3.418260, -0.406137], [1.284779, -1.348970, 3.009777], [0.763603, -0.984297, 2.030602]],
  "forces_ev_per_a": [[-0.29, 1.32, 1.30], [-0.69, -0.90, 0.09], [-0.60, -0.25, -0.09], [-1.15, -0.23, -0.40], [1.31, 0.95, -1.82], [-1.43, 1.93, 0.09], [0.12, 0.02, 0.02], [0.46, 0.35, 0.45], [-0.27, 0.03, 0.71], [-0.26, -0.03, -0.11], [0.75, 0.06, -0.19], [0.22, -0.18, -0.60], [-0.19, -0.71, -0.56], [0.11, -0.87, -0.23], [0.46, -0.50, -0.67], [0.27, 0.19, 0.93], [1.18, -1.19, 1.06]],
  "homo_energy_ev": [-0.25, -2.19],
  "total_charge": -1,
  "orbital_gap_ev": [4.1, 5.9],
  "multiplicity": 6
}


Entry 2:
{
  "formula": "C6H8N",
  "method": "wB97M-V/def2-TZVPD",
  "elements": ["C", "C", "C", "C", "C", "C", "N", "H", "H", "H", "H", "H", "H", "H", "H"],
  "xyz": [[2.675359, -0.534748, 0.066889], [-0.665310, 0.394293, -0.911090], [-1.192110, 0.152295, -2.073652], [-0.648562, 1.339620, 0.244231], [-0.018139, 0.036919, 0.294360], [-0.201732, -0.955023, 1.382783], [1.780198, 0.131212, 0.269179], [3.696631, -0.798289, 0.159522], [-1.053813, -0.620496, -2.783768], [-1.987432, 0.774485, -2.353043], [-0.150237, 2.147962, -0.197819], [-1.406463, 1.619374, 0.981687], [0.322426, -0.778863, 2.228389], [0.094877, -2.042289, 1.129193], [-1.245693, -0.866453, 1.563139]],
  "forces_ev_per_a": [[1.49, 0.73, 0.64], [-0.70, -1.23, 0.82], [-0.46, -0.20, -0.16], [-1.04, 0.32, 0.21], [2.45, 0.32, 0.69], [-0.76, -2.82, -3.35], [-2.27, -0.19, -0.62], [0.57, -0.83, -0.44], [0.90, -0.87, -0.20], [-0.97, 1.12, -0.44], [1.16, 1.36, 0.22], [-0.05, -0.33, -0.41], [1.57, 1.33, 2.66], [-0.83, 1.72, -0.13], [-1.06, -0.45, 0.52]],
  "smiles": "C#[N+][C@@]1(C)CC1=C",
  "de_lowest_kj_mol": 564.6,
  "homo_energy_ev": -14.72,
  "total_charge": 1,
  "orbital_gap_ev": 9.5
}


Entry 3:
{
  "formula": "C6H8N",
  "method": "wB97M-V/def2-TZVPD",
  "elements": ["C", "C", "C", "C", "C", "C", "N", "H", "H", "H", "H", "H", "H", "H", "H"],
  "xyz": [[0.352480, 0.614017, -1.791060], [-0.350518, 0.672825, 1.391855], [-0.118175, 1.744051, 0.266117], [0.869696, 0.739551, -0.353938], [-0.686379, 0.680857, -0.777904], [0.001511, -2.237470, 0.258335], [-0.118293, -0.152698, 0.245017], [0.632341, 1.498050, -2.283118], [0.683854, -0.274472, -2.233805], [0.391881, 0.480079, 2.157052], [-1.410360, 0.488847, 1.876224], [-0.172722, 2.766486, 0.232180], [0.972439, -2.533200, 0.582189], [-0.597625, -2.338483, 1.178962], [-0.450129, -2.148441, -0.748107]],
  "forces_ev_per_a": [[1.50, 0.30, 0.80], [-2.90, 0.61, 1.58], [-0.09, -3.19, 0.22], [-1.20, 1.20, -0.33], [0.32, 1.92, 1.13], [-1.86, 3.88, 0.67], [1.30, -7.01, 0.49], [-0.29, 1.02, -1.17], [-0.18, -1.31, -0.87], [0.29, 0.53, -0.03], [1.99, 0.76, -1.21], [-0.02, 2.37, -0.13], [1.17, 0.16, -0.97], [-0.58, -0.06, -1.04], [0.54, -1.18, 0.87]],
  "de_lowest_kj_mol": 832.1,
  "homo_energy_ev": -15.20,
  "total_charge": 1,
  "orbital_gap_ev": 10.2
}


Question: Which formula does entry 3 have?
Answer: C6H8N